# 1
A cluster of 8 separate species, C15H46O15 in total. Source: the OMol25 dataset; level of theory: ωB97M-V/def2-TZVPD.

HOMO level (eV): -9.9
LUMO energy (eV): 0.19
Frontier orbital gap (eV): 10.07
SMILES: OCCO.OCCO.OCCO.OCCO.OCCO.OCCO.OCCO.CO

ORCA input file:
```
! RIJCOSX wB97M-V def2-TZVPD def2/J DEFGRID3
* xyz 0 1
C 2.822 -3.980 0.873
O 2.946 -3.386 -0.395
H 2.069 -3.421 1.427
H 2.429 -4.992 0.766
H 3.821 -4.056 1.303
H 3.644 -2.729 -0.457
C -0.059 -0.923 -0.396
C 0.937 0.135 -0.691
O 0.415 1.427 -0.653
O -0.627 -0.892 0.900
H 0.574 -1.790 -0.580
H -0.851 -0.831 -1.139
H 1.377 -0.011 -1.677
H 1.769 0.162 0.013
H 1.208 1.964 -0.591
H -1.434 -0.373 0.875
C -0.030 1.333 4.098
C 0.205 1.646 2.624
O 0.739 2.937 2.422
O 1.269 1.124 4.700
H -0.585 0.409 4.257
H -0.629 2.096 4.595
H -0.739 1.532 2.092
H 0.842 0.939 2.093
H -0.064 3.451 2.308
H 1.679 1.992 4.701
C -2.882 1.728 -1.597
C -3.633 1.172 -0.361
O -2.785 0.675 0.653
O -1.936 2.801 -1.367
H -3.634 2.107 -2.289
H -2.283 0.967 -2.096
H -4.332 0.426 -0.741
H -4.207 2.027 -0.003
H -3.279 0.657 1.476
H -1.128 2.443 -0.994
C -4.792 -2.655 -2.728
C -3.237 -2.661 -3.038
O -2.785 -3.625 -3.978
O -5.244 -3.758 -1.991
H -5.381 -2.583 -3.642
H -5.042 -1.719 -2.228
H -2.622 -2.796 -2.147
H -3.012 -1.680 -3.457
H -2.075 -3.242 -4.499
H -5.015 -4.572 -2.446
C 4.300 1.419 0.963
C 4.077 2.067 -0.421
O 2.941 2.894 -0.308
O 5.409 0.551 1.029
H 3.398 0.939 1.342
H 4.594 2.190 1.675
H 3.719 1.336 -1.146
H 4.899 2.679 -0.793
H 3.137 3.680 0.206
H 5.192 -0.245 0.538
C -2.037 -3.883 3.618
C -0.735 -3.269 3.185
O 0.377 -3.910 3.787
O -2.370 -3.463 4.960
H -1.919 -4.965 3.557
H -2.890 -3.639 2.984
H -0.655 -2.198 3.372
H -0.663 -3.347 2.101
H 0.432 -3.717 4.726
H -3.317 -3.614 5.013
C 1.775 3.171 -3.397
C 2.436 4.530 -3.428
O 1.452 5.564 -3.595
O 1.192 2.805 -4.609
H 1.084 3.154 -2.554
H 2.504 2.396 -3.160
H 3.064 4.496 -4.318
H 2.962 4.649 -2.480
H 0.946 5.189 -4.319
H 0.273 3.070 -4.524
*
```

Atom charges from the Mulliken analysis, given in e for atoms 1 to 4: number 1, C, carries -0.433; number 2, O, carries -0.512; number 3, H, carries 0.133; number 4, H, carries 0.203

---

# 2
A cluster of 11 separate species, C44H88O22S5 in total. Source: the OMol25 dataset; level of theory: ωB97M-V/def2-TZVPD.

HOMO level (eV): -10.0
LUMO energy (eV): 0.37
Frontier orbital gap (eV): 10.32
SMILES: O=S1(=O)CCCC1.O=S1(=O)CCCC1.O=S1(=O)CCCC1.O=S1(=O)CCCC1.O=S1(=O)CCCC1.CCOC(C)=O.CCOC(C)=O.CCOC(C)=O.CCOC(C)=O.CCOC(C)=O.CCOC(C)=O

ORCA input file:
```
! RIJCOSX wB97M-V def2-TZVPD def2/J DEFGRID3
* xyz 0 1
O 2.648 -6.559 -3.155
C 2.821 -6.848 -1.963
O 3.407 -6.039 -0.988
C 3.720 -4.722 -1.444
C 4.980 -4.206 -0.759
C 2.605 -8.163 -1.267
H 2.967 -3.993 -1.167
H 3.838 -4.802 -2.499
H 5.954 -4.748 -0.947
H 4.751 -4.263 0.333
H 5.137 -3.193 -1.040
H 1.945 -8.027 -0.426
H 3.511 -8.725 -1.061
H 2.069 -8.816 -1.861
O -5.471 -9.406 -2.483
C -4.498 -8.764 -2.352
O -4.409 -7.543 -1.891
C -5.626 -6.961 -1.476
C -6.512 -6.443 -2.617
C -3.063 -9.292 -2.569
H -5.377 -6.160 -0.711
H -6.255 -7.621 -0.870
H -6.536 -7.273 -3.347
H -6.206 -5.518 -3.063
H -7.473 -6.357 -2.157
H -2.838 -10.005 -3.382
H -2.966 -9.978 -1.711
H -2.305 -8.449 -2.322
O 5.773 5.832 -1.005
C 5.754 6.746 -0.185
O 5.622 6.521 1.087
C 5.054 5.245 1.463
C 5.123 5.013 2.960
C 5.802 8.183 -0.552
H 5.550 4.484 0.893
H 3.991 5.413 1.108
H 4.446 4.185 3.341
H 4.699 5.940 3.349
H 6.179 4.813 3.272
H 4.780 8.553 -0.636
H 6.336 8.257 -1.461
H 6.188 8.941 0.207
O 1.574 1.602 -1.343
C 2.068 0.980 -2.220
O 3.190 1.217 -2.908
C 3.843 2.541 -2.648
C 5.207 2.363 -2.124
C 1.616 -0.395 -2.618
H 3.239 3.197 -2.057
H 3.957 2.915 -3.680
H 5.589 3.379 -1.890
H 5.933 1.789 -2.781
H 5.283 1.905 -1.162
H 1.130 -0.480 -3.586
H 0.855 -0.675 -1.891
H 2.434 -1.166 -2.493
O -4.730 -2.641 0.084
C -5.145 -2.654 1.256
O -4.530 -1.967 2.191
C -3.399 -1.143 1.740
C -3.848 0.275 2.026
C -6.293 -3.450 1.791
H -3.197 -1.330 0.701
H -2.537 -1.435 2.322
H -4.323 0.221 3.057
H -4.621 0.482 1.348
H -3.081 1.064 2.077
H -6.436 -3.173 2.850
H -5.870 -4.438 1.735
H -7.225 -3.424 1.187
O -1.053 1.232 1.720
C -0.583 0.323 1.058
O -0.964 0.185 -0.229
C -1.628 1.309 -0.782
C -2.382 0.837 -1.988
C 0.247 -0.776 1.651
H -0.920 2.086 -1.163
H -2.292 1.624 -0.031
H -3.075 0.056 -1.654
H -1.726 0.562 -2.815
H -3.046 1.688 -2.422
H 0.768 -1.360 0.894
H -0.627 -1.513 2.028
H 0.857 -0.331 2.437
C 1.524 3.137 6.119
C 1.200 3.995 4.984
C 1.194 3.103 3.696
S 2.286 1.799 4.143
O 3.450 1.873 3.288
O 1.633 0.532 4.311
C 2.689 2.305 5.738
H 0.658 2.433 6.171
H 1.469 3.722 7.063
H 1.955 4.831 4.943
H 0.288 4.564 5.263
H 1.637 3.598 2.824
H 0.239 2.602 3.462
H 3.597 2.951 5.740
H 2.781 1.424 6.293
C 0.010 7.272 -5.564
C -1.006 6.457 -6.434
C -2.317 6.977 -5.973
S -2.113 6.873 -4.143
O -2.578 5.581 -3.720
O -2.744 8.019 -3.497
C -0.315 6.964 -4.141
H -0.067 8.338 -5.835
H 1.084 7.049 -5.820
H -0.778 5.424 -6.312
H -0.901 6.703 -7.527
H -3.052 6.367 -6.491
H -2.574 8.002 -6.263
H 0.011 6.019 -3.713
H -0.121 7.733 -3.413
C -1.286 6.210 1.130
C -1.328 4.776 0.455
C -0.054 4.541 -0.409
S 1.030 5.860 0.065
O 1.946 6.337 -0.987
O 1.589 5.562 1.342
C -0.245 6.997 0.271
H -0.969 6.216 2.089
H -2.220 6.710 0.906
H -2.264 4.668 -0.038
H -1.323 4.117 1.283
H -0.222 4.632 -1.440
H 0.305 3.540 -0.219
H -0.574 7.304 -0.716
H 0.271 7.848 0.786
C 0.809 -4.939 4.396
C 0.481 -3.496 4.855
C -0.803 -3.512 5.690
S -1.906 -4.492 4.610
O -2.098 -3.590 3.449
O -2.930 -5.081 5.407
C -0.546 -5.613 4.061
H 1.298 -5.378 5.226
H 1.420 -4.987 3.459
H 0.278 -2.946 3.937
H 1.216 -2.832 5.308
H -1.248 -2.594 5.802
H -0.626 -4.092 6.556
H -0.743 -5.761 2.990
H -0.685 -6.573 4.479
C -2.471 -3.940 -2.087
C -1.140 -3.280 -2.513
C -0.012 -4.267 -2.293
S -0.315 -4.870 -0.582
O 0.206 -3.860 0.262
O 0.026 -6.241 -0.347
C -2.141 -4.592 -0.691
H -2.784 -4.705 -2.847
H -3.264 -3.207 -1.917
H -0.904 -2.415 -1.834
H -1.234 -2.962 -3.579
H 0.998 -3.882 -2.396
H 0.015 -5.076 -3.059
H -2.474 -3.966 0.091
H -2.594 -5.553 -0.464
*
```

Atom charges from the Mulliken analysis, given in e for atoms 1 to 4: number 1, O, carries -0.614; number 2, C, carries 1.023; number 3, O, carries -0.325; number 4, C, carries 0.314

---

# 3
The molecule C6H15BrSSi. Source: the OMol25 dataset; level of theory: ωB97M-V/def2-TZVPD.

HOMO level (eV): -9.0
LUMO energy (eV): 0.74
Frontier orbital gap (eV): 9.74
SMILES: CC[C@@H](Br)[SiH2]CCCS

ORCA input file:
```
! RIJCOSX wB97M-V def2-TZVPD def2/J DEFGRID3
* xyz 0 1
C 3.051 1.313 -0.297
C 2.876 -0.055 0.349
C 1.440 -0.464 0.671
Br 0.738 0.682 2.090
Si 0.310 -0.466 -0.852
C -1.343 -1.316 -0.623
C -2.175 -0.908 0.598
C -2.709 0.521 0.522
S -4.072 0.557 -0.679
H 2.863 1.279 -1.368
H 2.382 2.055 0.134
H 4.067 1.670 -0.145
H 3.279 -0.816 -0.323
H 3.458 -0.118 1.268
H 1.458 -1.474 1.078
H 1.073 -1.206 -1.890
H 0.164 0.929 -1.320
H -1.927 -1.078 -1.517
H -1.218 -2.398 -0.641
H -1.607 -1.006 1.519
H -3.027 -1.587 0.689
H -1.928 1.221 0.239
H -3.100 0.811 1.493
H -4.051 1.852 -0.995
*
```

Atom charges from the Mulliken analysis, given in e for atoms 1 to 4: number 1, C, carries -1.069; number 2, C, carries -0.672; number 3, C, carries -0.203; number 4, Br, carries -0.167

---

# 4
A cluster of 2 separate species, C5H14Si in total. Source: the OMol25 dataset; level of theory: ωB97M-V/def2-TZVPD.

HOMO level (alpha / beta) (eV): -7.9 / -7.3
LUMO energy (alpha / beta) (eV): 0.71 / 0.23
Frontier orbital gap (alpha / beta) (eV): 8.63 / 7.56

ORCA input file:
```
! RIJCOSX wB97M-V def2-TZVPD def2/J DEFGRID3
* xyz 0 1
C -0.858 0.561 -1.416
C -1.579 -1.084 0.478
C -0.857 1.224 1.004
C 1.161 -1.209 0.011
C -0.943 0.197 0.032
Si 2.589 0.019 -0.044
H -0.205 1.350 -1.696
H -1.820 0.745 -1.893
H -0.582 -0.341 -1.969
H -0.893 -1.389 1.304
H -2.614 -0.912 0.737
H -1.648 -1.890 -0.280
H 0.022 1.769 0.904
H -1.753 1.744 0.996
H -0.618 0.869 1.981
H 0.915 -1.812 0.791
H 1.158 -1.750 -0.942
H 2.516 1.352 -0.775
H 3.783 -0.623 -0.511
H 2.372 0.788 1.233
*
```

Atom charges from the Mulliken analysis, given in e for atoms 1 to 4: number 1, C, carries -1.473; number 2, C, carries -1.285; number 3, C, carries -1.560; number 4, C, carries -1.057

---

# 5
A cluster of 3 separate species, C10H14N4 in total. Source: the OMol25 dataset; level of theory: ωB97M-V/def2-TZVPD.

HOMO level (eV): -12.3
LUMO energy (eV): -8.14
Frontier orbital gap (eV): 4.17

ORCA input file:
```
! RIJCOSX wB97M-V def2-TZVPD def2/J DEFGRID3
* xyz 2 1
C -0.489 -4.631 1.484
C -0.965 -3.386 1.972
C -0.500 -4.926 0.093
C -1.582 -2.517 1.122
C -1.069 -4.021 -0.775
C -1.514 -2.710 -0.288
C -1.887 3.025 -2.228
C -2.398 4.287 -2.251
C -1.197 2.342 -3.257
C -1.261 1.039 -2.774
N -2.234 2.068 -1.215
N -2.833 5.339 -2.091
N -1.892 0.844 -1.619
N 5.568 3.209 3.283
H 0.085 -5.326 2.174
H -0.803 -3.317 3.126
H -0.194 -6.056 -0.172
H -2.000 -1.540 1.442
H -1.116 -4.210 -1.879
H -2.368 -2.413 -0.763
H -0.699 2.578 -4.167
H -0.815 -1.808 -0.676
H -0.735 0.110 -3.164
H -2.986 2.188 -0.449
H -3.351 6.178 -2.086
H 4.976 2.311 3.251
H 5.294 3.968 3.985
H 6.493 2.960 3.034
*
```

Atom charges from the Mulliken analysis, given in e for atoms 1 to 4: number 1, C, carries -0.001; number 2, C, carries -0.411; number 3, C, carries -0.366; number 4, C, carries -0.165

---

# 6
A structure of composition C5H9ClO. Source: the OMol25 dataset; level of theory: ωB97M-V/def2-TZVPD.

HOMO level (eV): -10.1
LUMO energy (eV): 0.85
Frontier orbital gap (eV): 10.99

ORCA input file:
```
! RIJCOSX wB97M-V def2-TZVPD def2/J DEFGRID3
* xyz 0 1
C -0.294 -1.635 -1.330
C -0.112 -0.859 0.004
C -0.590 0.554 0.242
C -0.518 1.313 1.463
C -1.625 1.200 -0.603
H 0.558 -2.512 -1.353
H -1.211 -2.283 -1.072
H -0.367 -0.982 -2.201
H -0.836 -1.434 0.598
H 0.475 0.861 2.213
H -0.146 2.592 1.169
H -1.606 1.231 2.162
H -2.111 2.209 -0.475
H -2.019 0.548 -1.513
O -0.142 1.326 -0.853
Cl 1.602 -0.840 0.508
*
```

Atom charges from the Mulliken analysis, given in e for atoms 1 to 4: number 1, C, carries -1.065; number 2, C, carries 0.216; number 3, C, carries 0.840; number 4, C, carries -1.117

---

Let's list total energy in order: -47008.34653, -146272.17722, -95220.81913, -13284.89332, -16536.53993, -19896.26097 eV.
Let's list energy above the lowest of the compared OMol25 structures with the same formula, charge and spin in order: 38.8, 48.6, 0.0, 103.0, 66.7, 114.1 kcal/mol.